Entry 1:
C3H6ClN | wB97M-V/def2-TZVPD

The geometry in XYZ format:
```
11
Properties=species:S:1:pos:R:3:forces:R:3
H 3.43126 1.14298 1.04277 -0.03 -0.05 -0.21
H -2.12523 0.29124 0.61932 0.93 -0.18 -0.60
C 2.50730 0.90314 0.51486 -0.96 -0.29 -0.03
C -1.58520 -0.38721 -0.07279 0.96 1.62 -0.03
N 1.57095 1.67761 0.19283 0.04 -3.91 -0.73
H -3.25539 -1.62754 -0.52247 -0.91 0.12 1.34
H -1.85081 -2.11591 -1.29106 0.91 0.38 0.20
H 1.79367 2.57611 0.40466 0.77 3.49 0.86
Cl 2.33904 -0.83834 0.23087 0.20 0.74 0.10
H -0.61476 -0.20411 -0.58799 -0.49 0.36 1.43
C -2.21082 -1.41797 -0.53100 -1.42 -2.31 -2.33
```
Forces are in eV/Å.

Results
SMILES: [H]/N=C/Cl.C=C
LUMO energy, eV: 0.94
Energy above the lowest of the compared OMol25 structures with the same formula, charge and spin, eV: 1.3192
Gap between HOMO and LUMO, eV: 10.9
2S+1: 1
Electronic energy, eV: -17218.773



Entry 2:
C2H2O4 | wB97M-V/def2-TZVPD

The geometry in XYZ format:
```
8
Properties=species:S:1:pos:R:3:forces:R:3
O -0.25837 0.53992 0.39154 1.18 -3.33 0.31
O -3.68344 -1.22150 0.30956 -0.94 -2.07 1.74
H -0.31565 1.34664 -0.11159 0.13 0.45 -0.30
C -3.26686 -0.41039 -0.36734 -0.27 -0.36 0.32
O 1.09995 -1.30864 0.12394 -1.84 -2.82 2.12
C 0.81319 -0.14162 -0.19446 -0.19 4.97 -1.79
O -2.87238 0.39891 -1.05040 1.19 2.48 -2.10
H 0.41707 -1.80340 0.69406 0.75 0.69 -0.30
```
Forces are in eV/Å.

Results
LUMO energy, eV: 0.39
Energy above the lowest of the compared OMol25 structures with the same formula, charge and spin, eV: 2.3647
Gap between HOMO and LUMO, eV: 9.2
2S+1: 1
Electronic energy, eV: -10294.811



Entry 3:
C18H17BaN2O2Te | wB97M-V/def2-TZVPD

The geometry in XYZ format:
```
41
Properties=species:S:1:pos:R:3:forces:R:3
C 1.21295 4.65113 -0.18696 -0.08 0.14 0.03
H 2.10113 5.27654 -0.26189 -0.05 0.04 -0.01
C 3.67291 1.73974 0.13411 -0.70 -0.56 0.01
C -3.92973 1.25390 0.20509 -0.22 0.04 -0.01
H 3.67537 3.82147 -0.12228 -0.02 0.01 0.01
H 1.27348 -4.94091 1.89627 -0.02 -0.03 0.04
C 5.17304 1.60152 0.08104 0.39 0.24 0.06
H -2.62377 4.35340 -0.07100 0.04 -0.05 0.01
H -0.42654 -8.42169 0.05090 0.00 0.00 0.02
C 0.11747 -7.48790 -0.02209 0.04 0.03 -0.08
H 0.03956 -7.06564 2.08228 0.00 0.00 -0.03
C 0.37828 -6.72695 1.10855 0.03 0.08 0.07
N -0.63375 2.82004 0.08304 0.90 -0.40 0.06
Te 2.57033 -3.22578 -0.37263 0.28 -0.15 -0.07
H -6.73680 3.14152 -0.03797 0.00 0.00 0.00
C -2.96730 2.25209 0.12882 0.38 0.23 0.03
C 1.07326 -5.52704 1.00803 0.05 -0.01 -0.17
H 5.60492 2.01679 -0.83214 -0.13 0.02 -0.04
H 1.61199 -5.48539 -2.31972 -0.03 -0.05 -0.02
C 3.04181 2.95336 0.01406 -0.25 0.32 -0.06
Ba 0.91012 -0.36920 0.38764 -0.06 -0.94 0.13
H 5.42655 0.54582 0.13968 -0.02 -0.01 -0.01
O -1.27855 0.60168 0.36450 -0.57 0.83 -0.05
C -1.50639 1.87623 0.20273 -0.56 -0.91 0.02
N 0.71054 2.27932 0.14833 -0.86 1.00 -0.12
C 1.60753 3.21106 0.01039 0.67 -0.23 -0.02
O 3.03372 0.63073 0.29155 0.89 0.58 0.00
H 5.65444 2.12063 0.91463 -0.08 -0.01 0.02
C -5.28413 1.57075 0.14398 0.19 -0.02 0.01
H 0.59926 4.76440 -1.08145 0.07 -0.05 -0.04
C 1.26451 -5.83512 -1.35502 0.08 0.15 0.14
C 0.56927 -7.03201 -1.25472 0.01 0.00 -0.04
H 0.57955 4.99374 0.63206 0.08 -0.02 0.05
H 0.37918 -7.61081 -2.15250 -0.01 -0.01 0.03
H -3.60097 0.23059 0.31252 0.03 -0.01 0.00
C -3.37462 3.57697 -0.01000 -0.13 0.07 -0.01
H -6.02015 0.77845 0.20421 -0.03 0.02 0.00
H -5.02401 4.92968 -0.17621 -0.03 0.00 0.00
C -5.68367 2.89162 0.00804 -0.03 0.00 0.00
C 1.53261 -5.04901 -0.22634 -0.32 -0.31 0.05
C -4.72338 3.89428 -0.06951 0.08 -0.02 0.00
```
Forces are in eV/Å.

Results
Net charge: -1
LUMO energy, eV: 2.33
Energy above the lowest of the compared OMol25 structures with the same formula, charge and spin, eV: 0.0000
Gap between HOMO and LUMO, eV: 6.3
2S+1: 1
Electronic energy, eV: -34007.439